Entry 1:
Entry from the OMol25 dataset: a cluster of 6 separate species, C42H47I2N6O7 in total (ωB97M-V with the def2-TZVPD basis set).

```
104
Properties=species:S:1:pos:R:3
C -6.55 4.94 2.87
C -5.15 4.63 2.46
I -3.98 6.34 2.16
C -4.61 3.42 2.34
I -5.76 1.75 2.91
C -3.25 3.11 1.87
C -2.92 3.27 0.52
C -3.90 3.74 -0.51
O -3.77 4.82 -1.01
O -4.84 2.84 -0.82
C -4.62 2.30 -2.12
O -3.38 1.67 -2.17
C -3.41 0.27 -2.37
O -3.91 -0.43 -1.27
C -3.19 -0.26 -0.06
C -3.24 -1.54 0.75
O -4.57 -1.84 1.17
C -1.64 2.99 0.05
C -0.70 2.53 0.94
N -1.03 2.38 2.24
C -2.27 2.66 2.74
C -2.46 2.47 4.22
C -1.14 2.46 4.99
C -0.61 1.06 5.35
C 0.71 0.78 4.70
O 1.24 1.50 3.87
O 1.24 -0.38 5.09
H -6.82 5.95 2.61
H -7.25 4.28 2.35
H -6.67 4.81 3.94
H -4.62 3.13 -2.83
H -5.45 1.64 -2.34
H -2.39 -0.05 -2.58
H -4.02 0.01 -3.23
H -2.15 0.00 -0.24
H -3.63 0.55 0.53
H -2.97 -2.34 0.07
H -2.56 -1.48 1.60
H -4.84 -1.16 1.79
H -1.40 3.11 -0.99
H 0.30 2.30 0.63
H -0.30 2.05 2.86
H -3.11 3.24 4.60
H -2.99 1.53 4.37
H -1.28 3.01 5.91
H -0.38 3.02 4.45
H -0.53 0.92 6.42
H -1.27 0.28 4.98
H 1.94 -0.62 4.47
N -1.27 -1.43 -4.63
C 0.04 -1.56 -4.42
C 0.91 -2.17 -5.30
C 0.40 -2.68 -6.48
C -0.96 -2.54 -6.73
C -1.75 -1.92 -5.77
H 0.42 -1.15 -3.49
H 1.97 -2.26 -5.06
H 1.04 -3.17 -7.20
H -1.41 -2.92 -7.64
H -2.81 -1.80 -5.93
N 0.08 -0.98 0.69
C 0.95 -0.99 1.70
C 2.15 -1.68 1.68
C 2.46 -2.42 0.55
C 1.57 -2.43 -0.51
C 0.40 -1.70 -0.38
H 0.67 -0.40 2.57
H 2.82 -1.65 2.53
H 3.39 -2.98 0.49
H 1.77 -3.00 -1.41
H -0.33 -1.69 -1.18
N 1.82 4.37 0.36
C 2.01 5.21 -0.66
C 3.26 5.66 -1.05
C 4.37 5.22 -0.35
C 4.19 4.35 0.71
C 2.90 3.96 1.02
H 1.12 5.54 -1.18
H 3.36 6.34 -1.88
H 5.36 5.55 -0.63
H 5.02 3.98 1.29
H 2.72 3.27 1.85
N 3.00 -5.80 -0.18
C 3.85 -6.81 -0.38
C 3.80 -8.01 0.32
C 2.82 -8.18 1.27
C 1.92 -7.14 1.49
C 2.05 -5.98 0.74
H 4.61 -6.64 -1.13
H 4.53 -8.79 0.11
H 2.74 -9.10 1.84
H 1.13 -7.23 2.22
H 1.37 -5.15 0.88
N 4.26 -2.46 -3.84
C 4.74 -1.22 -3.77
C 5.75 -0.83 -2.90
C 6.29 -1.79 -2.06
C 5.80 -3.08 -2.12
C 4.79 -3.37 -3.03
H 4.29 -0.50 -4.45
H 6.10 0.19 -2.89
H 7.08 -1.53 -1.36
H 6.19 -3.86 -1.47
H 4.39 -4.37 -3.10
```

Summary:
electronic energy: -3079.0067 a.u.
frontier orbital gap: 8.050 eV
charge: +1

Entry 2:
Entry from the OMol25 dataset: a structure of composition C42H48Br2N2PS3Ti (ωB97M-V with the def2-TZVPD basis set).

```
99
Properties=species:S:1:pos:R:3
Ti 0.34 0.35 -0.59
C 2.80 1.40 3.39
C 1.65 0.47 3.62
S 0.27 0.75 2.47
C -1.15 1.09 3.56
C -1.70 2.55 3.39
S -0.91 3.93 4.24
C 0.43 3.34 5.30
C 1.89 3.66 4.93
S 2.45 3.18 3.27
H 3.34 1.21 2.49
H 3.65 1.27 4.08
H 1.30 0.61 4.66
H 2.08 -0.48 3.54
H -0.89 0.91 4.64
H -2.01 0.43 3.39
H -2.70 2.52 3.87
H -1.87 2.89 2.34
H 0.32 2.27 5.48
H 0.25 3.81 6.29
H 2.51 3.20 5.71
H 2.06 4.74 5.01
Br 5.73 4.45 -0.58
C 4.10 3.48 -0.51
C 2.93 4.01 -0.06
C 1.75 3.29 -0.05
N 1.72 2.04 -0.55
C 2.86 1.48 -1.01
C 4.08 2.18 -1.00
C 2.58 0.03 -1.37
C 3.76 -0.81 -1.74
C 4.27 -1.65 -0.91
Br 5.85 -2.57 -1.41
C 3.80 -1.81 0.47
C 2.65 -1.23 0.84
N 1.88 -0.58 -0.10
H 3.09 5.07 0.28
H 0.82 3.74 0.30
H 5.00 1.65 -1.29
H 4.10 -0.77 -2.77
H 4.23 -2.52 1.15
H 2.11 -1.47 1.74
C -3.62 -3.77 -0.38
C -2.26 -4.11 -0.86
C -1.98 -5.33 -1.42
C -0.69 -5.69 -1.81
C 0.37 -4.81 -1.74
C 0.06 -3.51 -1.39
C -1.21 -3.14 -0.92
P -1.48 -1.42 -0.42
C -2.24 -1.52 1.25
C -1.41 -2.11 2.21
C -1.74 -2.37 3.49
C -3.03 -2.08 3.87
C -3.85 -1.32 3.02
C -3.44 -0.95 1.72
C -4.40 -0.10 0.92
C -2.50 -0.47 -1.68
C -3.28 -1.00 -2.70
C -3.69 -0.15 -3.67
C -3.29 1.19 -3.66
C -2.49 1.69 -2.62
C -2.15 0.87 -1.57
C -1.39 1.46 -0.45
H -4.38 -4.46 -0.74
H -3.94 -2.74 -0.61
H -3.68 -3.77 0.70
H -2.77 -6.05 -1.53
H -0.60 -6.72 -2.07
H 1.36 -5.09 -2.07
H 0.72 -2.66 -1.40
H -0.43 -2.46 1.88
H -1.00 -2.91 4.08
H -3.45 -2.41 4.77
H -4.93 -1.06 3.29
H -5.40 -0.27 1.30
H -4.35 -0.19 -0.14
H -4.08 0.98 1.03
H -3.55 -2.01 -2.72
H -4.40 -0.48 -4.42
H -3.61 1.90 -4.45
H -2.21 2.79 -2.64
H -1.91 1.40 0.53
H -1.22 2.49 -0.68
C 0.22 0.30 -4.56
C 1.48 0.64 -3.82
C 1.66 2.18 -3.71
C 2.64 0.04 -4.64
C 1.39 -0.03 -2.36
H 0.24 0.73 -5.51
H -0.66 0.70 -4.10
H 0.19 -0.73 -4.76
H 1.59 2.60 -4.72
H 2.63 2.48 -3.32
H 0.94 2.65 -3.07
H 2.42 0.37 -5.70
H 2.63 -1.07 -4.58
H 3.54 0.56 -4.39
H 1.22 -1.11 -2.56
```

Summary:
electronic energy: -9271.8659 a.u.
frontier orbital gap: 7.284 eV
charge: +1